*w*
Density functional theory data (wB97M-V/def2-TZVPD) for a structure of composition C24H44N6O4P2RhS.

Atoms and positions in Å:
N1 -1.79 -3.21 -1.35
C1 3.06 0.93 3.54
H1 0.30 4.08 -3.39
H2 -3.69 2.43 -2.38
H3 1.49 -1.76 5.84
C2 -1.81 2.61 3.68
H4 -0.43 -0.91 -4.98
C3 -2.16 3.61 5.84
C4 -0.45 2.55 3.97
H5 -0.83 0.41 2.16
N2 1.91 -2.32 0.02
C5 -1.69 3.15 -2.02
H6 0.96 -4.09 -0.67
H7 -2.75 1.51 -1.20
C6 3.88 0.05 4.24
H8 3.95 -1.60 5.61
C7 -0.97 -0.47 -4.14
H9 -2.42 -2.42 0.49
O1 1.70 -0.01 -1.17
C8 -0.44 4.85 -3.19
P1 -1.20 -1.82 -1.87
O2 -1.23 -0.72 -0.87
C9 -2.80 -2.15 -4.06
H10 0.99 -3.87 1.09
C10 -2.66 3.14 4.64
C11 2.67 -1.75 1.14
H11 -2.19 2.26 2.73
H12 -0.27 0.08 -3.51
H13 -3.09 4.89 -4.19
C12 1.10 -0.14 4.50
H14 -3.78 4.62 -2.57
H15 -2.69 -4.79 -2.44
C13 3.05 -3.17 -3.07
H16 3.60 -2.30 1.28
N3 -1.70 4.24 -2.75
O3 -0.57 2.64 -1.70
H17 -1.69 0.25 -4.53
N4 -1.68 -1.49 -3.37
H18 0.03 -0.18 4.64
H19 3.49 1.70 2.92
H20 3.84 -3.79 -2.63
H21 -2.02 -4.15 0.52
H22 4.06 -0.20 -1.76
H23 -1.11 -4.27 -3.05
H24 5.03 -1.70 -1.97
H25 1.13 2.99 5.37
H26 2.08 -1.81 2.05
H27 2.10 -3.68 -3.04
H28 -2.76 6.03 -2.87
C14 -2.91 4.98 -3.11
H29 -0.06 5.53 -2.43
H30 -0.41 3.93 7.04
O4 0.48 -2.10 -2.13
C15 3.31 -0.92 5.05
H31 4.95 0.13 4.16
C16 0.07 3.03 5.16
N5 2.99 -1.90 -2.36
P2 1.65 -1.48 -1.33
H32 3.34 -2.96 -4.10
C17 1.68 0.82 3.68
C18 -2.48 -3.35 -0.06
H33 -1.21 -5.22 -1.56
C19 1.92 -1.02 5.18
N6 -0.19 1.05 1.69
S1 0.69 1.95 2.74
H34 -3.43 3.09 -0.77
H35 -3.53 -3.60 -0.22
C20 -1.70 -4.44 -2.15
H36 -0.64 5.41 -4.11
C21 1.56 -3.74 0.17
H37 -3.73 3.18 4.44
H38 -2.83 4.02 6.58
C22 4.20 -1.10 -2.35
H39 2.47 -4.34 0.24
C23 -0.80 3.56 6.10
H40 -3.41 -1.38 -4.53
C24 -2.97 2.51 -1.57
H41 -3.42 -2.69 -3.36
H42 2.89 -0.70 0.94
Rh1 -0.05 1.16 -0.32
H43 -2.44 -2.83 -4.83
H44 4.43 -0.83 -3.38

Properties
**E_HOMO (alpha / beta)**: -16.0687 / -16.0620 eV
**Net charge**: +3
**2S+1**: 5


*x*
Density functional theory data (wB97M-V/def2-TZVPD) for a structure of composition C24H44N6O4P2RhS.

Atoms and positions in Å:
H1 1.38 -2.96 0.11
C1 1.79 -2.10 -3.17
H2 -3.84 -3.10 -4.22
H3 -0.97 -3.03 -2.16
C2 2.24 -2.95 -4.17
H4 3.77 2.50 -1.99
H5 -4.02 -1.59 -5.13
Rh1 -0.36 -1.06 -0.39
P1 -1.03 -0.23 2.83
H6 -3.83 0.51 -2.07
C3 -4.24 -2.09 -4.18
H7 -5.37 -0.34 -2.32
H8 -4.58 0.45 -3.68
C4 5.73 0.01 -0.79
H9 -5.32 -2.15 -4.06
H10 -0.80 4.72 -0.01
N1 1.36 -2.12 -0.47
C5 -2.60 -1.68 -2.40
C6 0.21 -1.11 -4.67
H11 -1.54 -2.89 -3.83
H12 0.53 -0.45 6.06
C7 1.67 -2.86 -5.43
H13 -1.97 2.20 3.82
N2 -3.68 -1.33 -3.07
H14 -0.56 -0.38 -4.87
H15 -3.57 2.14 3.07
C8 -1.86 -2.93 -2.78
C9 -1.16 3.76 0.37
N3 -0.27 3.28 1.42
H16 0.44 -0.48 -2.64
N4 -2.55 0.32 3.04
H17 -4.38 -0.02 2.12
O1 -2.20 -0.96 -1.43
H18 3.70 3.06 1.02
H19 3.62 0.68 1.21
O2 -0.07 0.99 2.73
O3 -0.90 -1.33 1.87
C10 -0.29 0.02 5.52
H20 -3.33 1.42 4.66
C11 -3.70 -0.55 2.78
H21 0.54 3.73 3.32
H22 6.03 2.11 -1.10
H23 -1.28 -2.75 3.83
H24 -0.02 -2.68 5.08
P2 0.47 1.85 1.35
C12 -4.41 -0.10 -2.76
H25 -3.38 -1.47 2.31
N5 2.03 1.97 1.67
H26 -1.14 0.08 6.21
C13 -2.86 1.60 3.69
H27 -2.48 -3.81 -2.65
C14 3.16 0.46 -1.81
H28 2.20 -0.13 1.87
H29 5.15 -2.06 -0.64
H30 6.72 -0.17 -0.41
H31 0.00 1.01 5.18
H32 -4.22 -0.76 3.72
H33 -1.09 4.36 3.02
C15 3.57 -0.82 -1.42
H34 0.22 -1.89 -6.67
C16 4.05 1.50 -1.67
H35 -2.17 3.90 0.77
H36 2.18 0.63 -2.23
H37 3.03 -3.66 -3.97
C17 2.81 3.22 1.64
C18 0.66 -1.95 -5.68
C19 2.82 0.77 1.95
S1 2.56 -2.27 -1.58
N6 -0.65 -0.83 4.40
H38 0.31 5.12 2.26
H39 2.23 4.03 1.20
H40 3.26 0.82 2.95
C20 -0.12 4.17 2.57
O4 0.05 1.02 0.19
C21 0.78 -1.18 -3.41
H41 2.02 -3.51 -6.22
H42 3.13 3.50 2.64
H43 -1.20 3.05 -0.45
C22 -0.94 -2.22 4.71
H44 -1.67 -2.27 5.52
C23 4.84 -1.05 -0.92
C24 5.33 1.28 -1.17

Properties
**E_HOMO (alpha / beta)**: -16.5021 / -16.5674 eV
**Net charge**: +3
**2S+1**: 5


Consider the structures shown above. The least stable of them is *x*.